Below is a cluster of 2 separate species, C4H8O2Se in total in a non-equilibrium geometry, with properties calculated with wB97M-V/def2-TZVPD.

Summary:
Molecular weight ... 167.07 g/mol
F_max ... 4.24 eV/A
HOMO ... -8.381 eV

Cartesian coordinates (Å):
C (0.8679, 1.0528, -0.0054)
C (-0.3800, 1.7057, 0.3623)
C (0.6367, -0.4922, 0.1141)
C (-0.6383, -0.8714, -0.6040)
O (0.5098, -0.7398, 1.4830)
O (-1.0339, -2.0905, -0.2335)
Se (-1.9668, 0.5860, -0.3134)
H (1.0255, 1.3056, -1.0760)
H (1.6002, 1.4066, 0.7546)
H (-0.6123, 1.8186, 1.4805)
H (-0.3406, 2.7658, -0.0808)
H (1.5329, -1.0899, -0.2827)
H (0.0908, -1.1537, -2.3139)
H (-0.0361, -1.4847, 1.6433)
H (-1.2558, -2.7187, -0.9280)



Below is a structure of composition C12H30CuN2O8S in a non-equilibrium geometry, with properties calculated with wB97M-V/def2-TZVPD.

Summary:
Total charge ... -1
Molecular weight ... 425.99 g/mol
F_max ... 4.73 eV/A
HOMO ... -2.126 eV

Cartesian coordinates (Å):
Cu (-0.3903, -0.0374, -0.3885)
S (-2.2417, -3.8354, -2.8635)
O (-2.6591, -2.5582, -2.3794)
O (-2.3712, -3.8729, -4.2948)
O (-0.9560, -4.2527, -2.3305)
O (-3.3350, -4.7463, -2.6195)
C (-4.3607, 6.8072, 0.8533)
O (-3.4662, 5.7408, 0.5386)
C (-4.0789, 4.4706, 0.7646)
C (-3.0762, 3.3990, 0.3075)
N (-1.8696, 3.1767, 1.0942)
C (-2.0622, 2.8267, 2.5197)
C (-2.9437, 1.5600, 2.7695)
O (-2.2379, 0.3734, 2.3356)
C (-3.0348, -0.7779, 2.2253)
H (-4.4267, 6.8895, 1.9382)
H (-5.3462, 6.7213, 0.3957)
H (-3.8971, 7.7332, 0.5132)
H (-4.9746, 4.3539, 0.1546)
H (-4.2362, 4.3073, 1.8308)
H (-2.8475, 3.7479, -0.6995)
H (-3.5763, 2.4345, 0.2201)
H (-1.3183, 4.0211, 1.1493)
H (-2.5384, 3.6345, 3.0753)
H (-1.1018, 2.7119, 3.0222)
H (-3.8616, 1.5881, 2.1824)
H (-3.3173, 1.4934, 3.7913)
H (-3.5685, -0.8243, 3.1746)
H (-2.3252, -1.6040, 2.1805)
H (-3.6446, -0.7019, 1.3251)
C (2.1458, 0.8380, -3.2201)
O (2.5207, 0.1105, -2.0571)
C (3.3290, -1.0233, -2.3527)
C (3.8932, -1.7122, -1.1001)
N (2.8198, -2.1638, -0.2342)
C (3.2906, -2.7780, 1.0549)
C (4.1266, -4.0589, 0.8843)
O (5.3957, -3.8020, 0.3616)
C (5.9071, -4.8073, -0.5126)
H (2.9821, 1.4599, -3.5396)
H (1.3259, 1.4580, -2.8577)
H (1.8496, 0.1845, -4.0407)
H (4.1768, -0.8125, -3.0046)
H (2.7025, -1.7618, -2.8530)
H (4.5849, -1.0272, -0.6097)
H (4.5391, -2.5437, -1.3821)
H (2.4249, -2.9521, -0.7270)
H (2.4173, -3.0378, 1.6532)
H (3.8389, -2.0729, 1.6795)
H (3.5208, -4.7666, 0.3185)
H (4.2654, -4.5102, 1.8667)
H (6.7961, -4.3435, -0.9401)
H (5.1206, -4.9533, -1.2529)
H (6.0907, -5.7040, 0.0793)



Below is a structure of composition C43H59BFN9OPPmS in a non-equilibrium geometry, with properties calculated with wB97M-V/def2-TZVPD.

Summary:
Spin multiplicity ... 5
Total charge ... +2
Molecular weight ... 955.86 g/mol
F_max ... 3.69 eV/A
HOMO (alpha / beta) ... -11.886 / -11.886 eV

Cartesian coordinates (Å):
Pm (-10.6924, -13.2607, 12.2886)
C (-8.3636, -14.9573, 7.8865)
C (-8.2323, -14.2864, 9.2048)
C (-7.6918, -13.0491, 9.4857)
C (-7.8055, -12.8246, 10.8624)
N (-8.4459, -13.8485, 11.4518)
N (-8.6864, -14.7792, 10.4128)
B (-9.3496, -16.1534, 10.6701)
N (-8.7873, -16.7188, 12.0950)
N (-9.6963, -16.8941, 13.1455)
C (-9.0558, -17.7325, 14.1136)
C (-7.9671, -18.2409, 13.5554)
C (-7.8222, -17.5540, 12.2431)
C (-6.8575, -17.9702, 11.1993)
C (-9.5492, -18.1196, 15.4813)
C (-10.9494, -18.8717, 15.4082)
C (-9.6436, -16.9236, 16.4201)
C (-8.5721, -19.1413, 16.0721)
N (-10.8023, -16.1729, 10.5940)
N (-11.6097, -15.1199, 10.9202)
C (-12.8789, -15.5746, 10.8127)
C (-12.8628, -16.9534, 10.5045)
C (-11.5151, -17.3005, 10.3231)
C (-10.8953, -18.6613, 10.2246)
C (-14.0859, -14.7656, 11.2900)
C (-15.4008, -15.5224, 10.8811)
C (-14.0607, -14.6186, 12.7864)
C (-14.2004, -13.3516, 10.7194)
C (-7.1975, -11.7608, 11.7100)
C (-7.1114, -10.3943, 10.9293)
C (-8.0255, -11.6329, 12.9653)
C (-5.7676, -12.2957, 12.0803)
H (-8.8734, -14.2221, 7.2614)
H (-8.8882, -15.8929, 7.8652)
H (-7.3336, -15.0467, 7.4452)
H (-7.2984, -12.3515, 8.7340)
H (-8.8100, -16.8376, 9.8855)
H (-7.2453, -18.8893, 13.9764)
H (-5.8273, -18.0774, 11.6084)
H (-6.7600, -17.3369, 10.3157)
H (-7.0942, -18.9624, 10.9084)
H (-11.7753, -18.3373, 14.9889)
H (-11.1025, -19.1415, 16.4147)
H (-10.9642, -19.7928, 14.8708)
H (-10.3027, -16.1560, 16.0144)
H (-8.7321, -16.3527, 16.5671)
H (-10.0775, -17.2658, 17.3334)
H (-8.4320, -20.0273, 15.4865)
H (-8.9692, -19.3567, 17.0566)
H (-7.6378, -18.7757, 16.4142)
H (-13.6845, -17.6397, 10.5587)
H (-11.6472, -19.4635, 10.3279)
H (-10.1557, -18.7763, 11.0221)
H (-10.3672, -18.8064, 9.2619)
H (-15.3843, -16.4089, 11.5392)
H (-15.4941, -15.8161, 9.8474)
H (-16.2817, -14.9075, 11.0798)
H (-14.2478, -15.5642, 13.3938)
H (-14.8900, -13.9004, 13.0170)
H (-13.0888, -14.2533, 13.1620)
H (-14.2623, -13.2978, 9.6632)
H (-13.2964, -12.6893, 11.0106)
H (-15.0814, -12.8401, 11.1213)
H (-8.0680, -9.8956, 10.8957)
H (-6.7355, -10.6017, 9.9597)
H (-6.4099, -9.7556, 11.4315)
H (-9.0397, -11.2228, 12.7874)
H (-7.6167, -10.8743, 13.6344)
H (-7.9853, -12.4910, 13.6006)
H (-5.1512, -12.2885, 11.1473)
H (-5.8204, -13.3851, 12.2437)
H (-5.2689, -11.7861, 12.9055)
N (-13.6563, -9.6359, 11.2468)
C (-12.8594, -10.3755, 11.9919)
N (-13.3718, -10.9537, 13.0556)
S (-11.2953, -10.6608, 11.3830)
H (-14.4430, -9.1284, 11.6381)
H (-13.3720, -9.3113, 10.3372)
H (-14.4133, -10.9898, 13.1309)
H (-12.9035, -11.6633, 13.6065)
O (-11.5978, -16.1386, 13.8217)
N (-10.5826, -15.8398, 13.2552)
F (-11.5693, -13.3201, 14.1290)
C (-12.6037, -14.0702, 21.6603)
C (-13.0157, -15.0403, 20.7726)
C (-12.9108, -14.8347, 19.4326)
C (-12.7365, -13.5157, 18.9106)
C (-12.4531, -12.5101, 19.8331)
C (-12.4102, -12.7853, 21.1895)
P (-12.7498, -13.3684, 17.1163)
C (-14.3057, -12.5532, 16.7778)
C (-15.1597, -13.3043, 15.9003)
C (-16.4554, -12.8591, 15.6867)
C (-16.9072, -11.6754, 16.2855)
C (-16.0230, -10.8843, 17.0613)
C (-14.7765, -11.3871, 17.3564)
C (-11.5498, -12.1021, 16.7088)
C (-11.7504, -11.0490, 15.8432)
C (-10.7499, -10.2880, 15.2700)
C (-9.4127, -10.5655, 15.6388)
C (-9.1665, -11.5829, 16.5732)
C (-10.1809, -12.3482, 17.0481)
H (-12.4694, -14.2993, 22.7377)
H (-13.1971, -16.0641, 21.1052)
H (-13.0949, -15.5736, 18.6774)
H (-12.2591, -11.5019, 19.4295)
H (-12.0845, -11.9719, 21.8786)
H (-14.8198, -14.2380, 15.5485)
H (-17.2677, -13.5534, 15.2635)
H (-17.9567, -11.3900, 16.1873)
H (-16.3757, -9.9875, 17.4684)
H (-14.1486, -10.7830, 18.0050)
H (-12.7833, -10.7909, 15.4834)
H (-11.0260, -9.4837, 14.6108)
H (-8.5780, -9.9174, 15.3274)
H (-8.1419, -11.6861, 16.8880)
H (-10.0064, -13.1888, 17.7199)



Below is a cluster of 3 separate species, C26H37BClI2N2O7S2 in total in a non-equilibrium geometry, with properties calculated with wB97M-V/def2-TZVPD.

Summary:
Total charge ... +1
Molecular weight ... 853.80 g/mol
F_max ... 2.20 eV/A
HOMO ... -11.323 eV

Cartesian coordinates (Å):
C (4.2841, -2.3044, 2.2557)
C (2.8908, -1.8902, 1.8858)
I (1.4170, -2.0274, 3.4368)
C (2.4698, -1.4361, 0.7089)
I (3.7940, -1.2674, -0.9472)
C (1.0665, -1.0094, 0.4484)
C (0.0312, -1.9069, 0.0975)
C (0.2649, -3.4116, -0.0399)
O (0.2507, -3.8622, -1.3825)
O (0.6965, -2.8326, -2.2487)
C (-1.1998, -1.4088, -0.1493)
N (-1.4576, -0.0879, -0.0708)
B (-2.8733, 0.3538, -0.4223)
O (-3.0601, 1.2462, -1.4387)
N (-3.9283, -0.2381, 0.3315)
C (-3.6169, -0.3160, 1.7801)
C (-5.2062, 0.4859, 0.1684)
C (-0.5401, 0.8084, 0.2896)
C (-0.8046, 2.2857, 0.3889)
C (-0.1200, 2.9902, -0.7851)
C (0.1127, 2.4128, -2.0171)
C (0.7727, 3.1086, -3.0047)
C (1.2408, 4.3810, -2.8142)
C (0.9884, 4.9712, -1.5796)
C (0.3314, 4.2853, -0.5957)
C (0.7435, 0.3312, 0.5537)
Cl (1.9882, 1.4330, 1.0312)
H (4.9800, -2.3088, 1.4163)
H (4.2269, -3.2932, 2.7290)
H (4.7000, -1.6269, 3.0142)
H (-0.5893, -3.9037, 0.4391)
H (1.2093, -3.6431, 0.4703)
H (0.7844, -3.2968, -3.1074)
H (-2.0157, -2.0730, -0.4234)
H (-3.4785, 2.0610, -1.1262)
H (-3.0374, 0.5371, 2.1635)
H (-4.5374, -0.4035, 2.3650)
H (-3.0392, -1.2229, 2.0074)
H (-5.9950, -0.1372, 0.6106)
H (-5.4709, 0.6674, -0.8744)
H (-5.2303, 1.4323, 0.7341)
H (-0.2822, 2.6261, 1.2877)
H (-1.8551, 2.5607, 0.5302)
H (-0.2401, 1.3951, -2.1845)
H (0.9299, 2.5889, -3.9484)
H (1.7895, 4.9428, -3.5626)
H (1.3596, 5.9794, -1.4111)
H (0.1850, 4.8059, 0.3483)
C (-2.1154, 5.0275, 5.4032)
C (-2.4429, 6.3820, 4.7639)
C (-1.8395, 6.3820, 3.3535)
S (-1.8037, 4.6682, 2.8262)
O (-0.4249, 4.2609, 2.6843)
O (-2.7681, 4.4629, 1.7692)
C (-2.4447, 3.9782, 4.3458)
H (-2.6831, 4.8632, 6.3177)
H (-1.0528, 4.9845, 5.6531)
H (-3.5263, 6.5024, 4.7006)
H (-2.0564, 7.2108, 5.3546)
H (-2.4416, 6.9570, 2.6536)
H (-0.8158, 6.7527, 3.3539)
H (-1.9802, 3.0124, 4.5366)
H (-3.5220, 3.8608, 4.2269)
C (3.9752, -7.0472, -4.3493)
C (3.2887, -6.9911, -2.9790)
C (2.8291, -5.5453, -2.7538)
S (2.5452, -4.8538, -4.3868)
O (3.4987, -3.7992, -4.6131)
O (1.1220, -4.6407, -4.5704)
C (3.0542, -6.2976, -5.3067)
H (4.1409, -8.0722, -4.6772)
H (4.9456, -6.5482, -4.2974)
H (2.4228, -7.6566, -2.9793)
H (3.9530, -7.3197, -2.1807)
H (1.9069, -5.4968, -2.1786)
H (3.6003, -4.9478, -2.2692)
H (3.5440, -5.9905, -6.2280)
H (2.1607, -6.8802, -5.5321)



Below is a cluster of 17 separate species, C36H112N6O17 in total in a non-equilibrium geometry, with properties calculated with wB97M-V/def2-TZVPD.

Summary:
Spin multiplicity ... 2
Total charge ... +1
Molecular weight ... 901.32 g/mol
F_max ... 3.45 eV/A
HOMO (alpha / beta) ... -10.391 / -10.390 eV

Cartesian coordinates (Å):
O (2.8089, -0.7861, 4.9888)
H (1.9364, -1.1743, 4.9238)
H (2.6881, -0.0159, 5.5441)
O (4.7791, -0.6707, 3.1654)
H (4.5881, 0.2568, 3.0258)
H (4.1209, -0.9587, 3.7979)
O (0.3380, -3.3037, 0.4587)
H (-0.5488, -3.5145, 0.7510)
H (0.4341, -2.3685, 0.6390)
O (-0.6637, -3.2121, 4.2555)
H (0.2240, -3.3728, 3.9355)
H (-0.5669, -2.4944, 4.8815)
O (1.7456, 3.3083, -1.2611)
H (2.6224, 3.0737, -0.9573)
H (1.8667, 4.1347, -1.7286)
C (-2.8064, -1.8400, 1.3048)
C (-3.1386, -3.2667, 1.6037)
C (-3.8225, -3.9847, 0.4613)
O (-5.1901, -3.4625, 0.2769)
C (-5.7854, -3.9686, -0.9182)
N (-2.0006, -4.0165, 2.0379)
H (-3.7202, -1.3439, 0.9780)
H (-2.0145, -1.8487, 0.5559)
H (-2.4990, -1.4357, 2.2693)
H (-3.8056, -3.2580, 2.4658)
H (-3.9468, -5.0192, 0.7813)
H (-3.2007, -3.9389, -0.4327)
H (-5.8452, -5.0553, -0.8578)
H (-5.2941, -3.7249, -1.8602)
H (-6.7820, -3.5714, -1.1111)
H (-1.6009, -3.6630, 2.8955)
H (-2.3854, -4.8838, 2.3840)
C (0.1741, -0.0591, -1.7995)
C (-0.7426, 0.6271, -0.7467)
C (-0.1005, 0.6397, 0.6348)
O (0.4787, -0.5716, 0.9566)
C (1.1243, -0.5470, 2.1870)
N (-1.0065, 1.9035, -1.2272)
H (0.9615, -0.6818, -1.3747)
H (0.6953, 0.7306, -2.3405)
H (-0.4355, -0.6159, -2.5112)
H (-1.6837, 0.0883, -0.6361)
H (-0.7933, 1.0728, 1.3563)
H (0.7780, 1.2848, 0.6240)
H (1.9684, 0.1412, 2.2307)
H (1.5041, -1.5596, 2.3229)
H (0.4854, -0.4287, 3.0622)
H (-0.0933, 2.3346, -1.2111)
H (-1.4843, 2.3697, -0.4692)
C (-4.4156, 1.5290, 0.0587)
C (-4.3963, 2.6368, 1.0858)
C (-3.5777, 3.8353, 0.7491)
O (-2.1582, 3.5330, 0.8305)
C (-1.4167, 4.6424, 0.4062)
N (-5.7620, 2.9987, 1.4088)
H (-5.0120, 0.7402, 0.5171)
H (-3.5057, 1.0301, -0.2751)
H (-4.9516, 1.8572, -0.8318)
H (-3.9648, 2.2554, 2.0112)
H (-3.8427, 4.7235, 1.3226)
H (-3.8070, 4.1190, -0.2780)
H (-1.6666, 5.5211, 1.0008)
H (-1.5301, 4.8367, -0.6603)
H (-0.3609, 4.4588, 0.6051)
H (-6.2267, 3.6031, 0.7464)
H (-6.3708, 2.2029, 1.2816)
C (-2.3087, 2.5103, -8.6860)
C (-1.9414, 1.0711, -8.2797)
C (-1.6439, 0.8440, -6.7947)
O (-0.3297, 1.3102, -6.4569)
C (0.1157, 1.1795, -5.1252)
N (-3.1320, 0.3210, -8.6675)
H (-2.6646, 2.7020, -9.6982)
H (-1.3995, 3.0999, -8.5684)
H (-3.1120, 2.8954, -8.0579)
H (-1.0719, 0.7983, -8.8778)
H (-1.6592, -0.2092, -6.5142)
H (-2.3867, 1.2922, -6.1349)
H (0.2350, 0.1813, -4.7040)
H (-0.6659, 1.5885, -4.4849)
H (1.0255, 1.7630, -4.9841)
H (-3.4231, 0.7816, -9.5179)
H (-2.8349, -0.6085, -8.9281)
C (2.2463, -4.5012, 5.5720)
C (1.8887, -5.2448, 4.2983)
C (0.7501, -6.2581, 4.5497)
O (1.2058, -7.3378, 5.3921)
C (0.7394, -7.3021, 6.6995)
N (1.6107, -4.2930, 3.2199)
H (2.8983, -3.6608, 5.3339)
H (2.8296, -5.1901, 6.1830)
H (1.4438, -4.0513, 6.1567)
H (2.8282, -5.7239, 4.0230)
H (0.4340, -6.7156, 3.6123)
H (-0.1154, -5.7153, 4.9297)
H (-0.3487, -7.3620, 6.6736)
H (1.1499, -6.4800, 7.2858)
H (1.0741, -8.2290, 7.1653)
H (2.4482, -3.8153, 2.9191)
H (1.2717, -4.8229, 2.4298)
C (3.2246, -0.6899, -4.5916)
C (3.9516, 0.6371, -4.5393)
C (5.2105, 0.4875, -3.6520)
O (5.0741, 0.0809, -2.3004)
C (4.4052, 1.0574, -1.4283)
N (4.4562, 0.9648, -5.8769)
H (3.6711, -1.5681, -5.0578)
H (2.3407, -0.4628, -5.1878)
H (2.8274, -0.8847, -3.5954)
H (3.2862, 1.4378, -4.2165)
H (5.8042, 1.4015, -3.6690)
H (5.9259, -0.2236, -4.0649)
H (3.3459, 1.1954, -1.6449)
H (4.8402, 2.0491, -1.5532)
H (4.5260, 0.8258, -0.3700)
H (3.6336, 1.0844, -6.4506)
H (4.8797, 1.8780, -5.7952)
C (1.1717, 3.4468, 3.1163)
C (1.3335, 4.9129, 3.5842)
O (2.3956, 5.5658, 2.8545)
H (0.2536, 2.9447, 3.4213)
H (2.0193, 2.8027, 3.3505)
H (1.1025, 3.4044, 2.0293)
H (1.5854, 5.0264, 4.6386)
H (0.4747, 5.5837, 3.5581)
H (2.3394, 6.5012, 3.0631)
C (-2.8911, 4.2311, -5.0270)
C (-2.1895, 3.9552, -3.7194)
O (-2.9975, 3.0849, -2.9071)
H (-2.2945, 4.7024, -5.8080)
H (-3.8019, 4.7940, -4.8225)
H (-3.2776, 3.2859, -5.4081)
H (-2.1277, 4.9269, -3.2293)
H (-1.1927, 3.5234, -3.8085)
H (-2.4124, 2.6245, -2.3010)
C (5.2515, -2.7242, -0.0169)
C (3.7756, -2.7620, 0.3361)
O (3.6618, -3.0548, 1.7162)
H (5.6556, -1.7514, 0.2634)
H (5.2715, -2.7414, -1.1065)
H (5.7407, -3.5682, 0.4694)
H (3.2257, -3.4596, -0.2956)
H (3.2940, -1.7985, 0.1698)
H (4.0391, -2.2645, 2.1095)
C (5.1363, 3.8076, 3.7244)
C (5.3553, 2.3843, 3.2276)
O (4.2246, 1.8714, 2.6609)
H (5.1243, 4.4882, 2.8731)
H (5.9875, 4.0538, 4.3591)
H (4.2422, 3.9010, 4.3409)
H (5.5274, 1.7484, 4.0960)
H (6.1640, 2.3268, 2.4991)
H (3.9992, 2.4334, 1.9160)
C (-2.2385, 0.8183, 4.2816)
C (-2.0079, 1.7855, 5.4510)
O (-1.2848, 1.1163, 6.5256)
H (-1.3900, 0.6766, 3.6122)
H (-3.0113, 1.3441, 3.7208)
H (-2.4984, -0.1718, 4.6559)
H (-3.0034, 2.1596, 5.6904)
H (-1.4339, 2.6385, 5.0891)
H (-1.7613, 1.3783, 7.3168)
C (-2.9089, -0.7924, -3.7244)
C (-2.8061, -2.1686, -3.0259)
O (-3.5167, -3.0817, -3.8204)
H (-3.8687, -0.6118, -4.2084)
H (-2.0934, -0.6302, -4.4293)
H (-2.9232, -0.0049, -2.9708)
H (-3.2133, -2.1901, -2.0151)
H (-1.7690, -2.4633, -2.8657)
H (-3.3987, -3.9684, -3.4720)